Record 1
# C26H17CrF5N8O3S2Se2

A molecular structure, C26H17CrF5N8O3S2Se2 (ωB97M-V/def2-TZVPD, the Open Molecules 2025 dataset).

Last column: Löwdin charge in e.
Element x y z (Å)
Cr1 12.095 10.912 12.557  0.84
Se1 15.854 8.050 13.910  1.26
N1 17.057 8.987 13.013  -0.19
C1 16.432 10.087 12.621  -0.40
C2 16.984 11.152 11.866  0.04
C3 16.222 12.261 11.719  -0.02
C4 14.839 12.285 12.075  -0.06
N2 14.186 11.260 12.625  0.03
C5 15.038 10.217 12.975  -0.40
N3 14.591 9.190 13.736  -0.25
H1 17.952 11.024 11.402  0.13
H2 16.575 13.079 11.190  0.09
H3 14.208 13.185 11.773  0.14
N4 10.806 17.825 14.201  0.12
C6 10.112 16.724 13.997  -0.87
S1 8.498 16.484 14.108  0.71
C7 10.986 15.478 13.648  -0.22
C8 11.075 15.060 12.325  0.02
C9 11.524 13.749 12.188  -0.13
N5 11.862 12.924 13.161  -0.01
C10 11.815 13.434 14.388  -0.10
C11 11.346 14.666 14.722  0.02
H4 10.377 18.670 14.522  0.11
H5 11.836 17.842 14.272  0.14
H6 10.633 15.692 11.557  0.14
H7 11.665 13.331 11.163  0.12
H8 12.163 12.776 15.143  0.11
H9 11.141 14.879 15.737  0.13
F1 11.831 8.718 14.264  -0.01
C12 11.770 10.099 14.472  -0.40
F2 12.778 10.393 15.327  0.04
C13 10.491 10.220 15.357  -0.62
F3 10.733 9.593 16.501  0.18
F4 9.520 9.629 14.742  0.19
F5 10.221 11.506 15.680  0.14
Se2 9.961 8.725 11.568  1.29
N6 10.118 10.427 12.166  -0.29
C14 8.904 10.984 12.211  -0.32
C15 8.545 12.241 12.760  -0.02
C16 7.296 12.715 12.516  -0.04
C17 6.358 12.014 11.657  -0.05
C18 6.587 10.703 11.302  0.01
C19 7.902 10.162 11.621  -0.38
N7 8.209 8.945 11.219  -0.16
H10 9.247 12.834 13.344  0.10
H11 7.024 13.676 12.993  0.11
H12 5.505 12.587 11.265  0.12
H13 5.863 10.048 10.754  0.14
O1 14.866 8.125 10.758  -0.27
S2 13.506 8.104 10.423  0.62
O2 12.845 6.858 10.677  -0.26
N8 12.673 9.454 10.986  -0.15
C20 12.684 10.460 10.113  -0.55
O3 12.328 11.565 10.532  -0.04
C21 12.836 10.002 8.766  -0.09
C22 12.523 10.603 7.525  0.02
C23 12.587 9.790 6.419  -0.06
C24 13.182 8.511 6.427  -0.01
C25 13.494 7.902 7.670  -0.02
C26 13.380 8.663 8.792  -0.21
H14 12.236 11.630 7.541  0.12
H15 12.161 10.171 5.488  0.12
H16 13.249 7.873 5.531  0.12
H17 13.993 6.939 7.762  0.13

Summary:
Charge = +1
Highest occupied orbital energy (alpha / beta) = -11.26 / -11.27 eV
Largest force on an atom = 3.56 eV Å⁻¹
Spin multiplicity = 4
<S²> = 3.81
E = -239666.342 eV

Record 2
# C26H17FN2O6

4 unconnected molecules or ions with the total composition C26H17FN2O6 (ωB97M-V/def2-TZVPD, the Open Molecules 2025 dataset).

Last column: Löwdin charge in e.
Element x y z (Å)
F1 -5.129 2.837 -2.579  0.07
C1 -4.759 1.610 -2.977  -0.27
C2 -5.455 0.509 -2.441  0.00
C3 -5.105 -0.745 -2.833  -0.01
C4 -4.057 -0.947 -3.755  -0.22
N1 -3.722 -2.218 -4.116  0.13
C5 -2.758 -2.320 -4.986  -0.11
C6 -2.092 -1.188 -5.525  -0.13
N2 -2.363 0.045 -5.191  0.13
C7 -3.376 0.176 -4.284  -0.21
C8 -3.756 1.470 -3.873  0.05
H1 -6.248 0.672 -1.726  0.12
H2 -5.628 -1.611 -2.450  0.12
H3 -2.455 -3.311 -5.305  0.11
H4 -1.306 -1.349 -6.256  0.11
H5 -3.247 2.331 -4.283  0.13
C9 1.257 0.897 -3.600  0.03
C10 0.854 -0.350 -3.373  0.02
C11 1.818 -1.419 -3.023  -0.40
O1 1.451 -2.557 -2.813  0.10
C12 3.251 -1.047 -2.928  0.01
C13 3.657 0.200 -3.148  0.02
C14 2.691 1.272 -3.505  -0.38
O2 3.062 2.407 -3.706  0.11
H6 0.569 1.692 -3.858  0.12
H7 -0.188 -0.636 -3.435  0.10
H8 3.936 -1.844 -2.664  0.12
H9 4.696 0.497 -3.079  0.12
C15 3.332 -1.369 1.161  0.02
C16 2.197 -0.933 0.621  0.02
C17 1.518 0.285 1.133  -0.38
O3 0.486 0.679 0.632  0.11
C18 2.145 0.997 2.274  0.01
C19 3.279 0.559 2.814  0.01
C20 3.962 -0.655 2.301  -0.39
O4 4.995 -1.054 2.795  0.11
H10 3.846 -2.253 0.804  0.12
H11 1.716 -1.436 -0.208  0.11
H12 1.632 1.879 2.632  0.12
H13 3.751 1.060 3.648  0.12
C21 -0.620 1.324 7.741  0.02
C22 0.213 2.012 6.966  0.02
C23 1.027 1.340 5.923  -0.37
O5 1.787 1.972 5.218  0.09
C24 0.877 -0.129 5.776  0.03
C25 0.044 -0.818 6.551  0.03
C26 -0.772 -0.147 7.595  -0.38
O6 -1.531 -0.774 8.299  0.11
H14 -1.223 1.791 8.509  0.12
H15 0.340 3.084 7.054  0.12
H16 1.481 -0.598 5.009  0.11
H17 -0.081 -1.890 6.463  0.12

Summary:
Highest occupied orbital energy = -9.44 eV
Largest force on an atom = 0.53 eV Å⁻¹
Spin multiplicity = 1
E = -45216.838 eV

Record 3
# C26H18BiClN3O6S

A molecular structure, C26H18BiClN3O6S (ωB97M-V/def2-TZVPD, the Open Molecules 2025 dataset).

Last column: Löwdin charge in e.
Element x y z (Å)
Bi1 -17.911 7.293 0.846  1.99
C1 -18.150 10.671 4.060  0.02
C2 -17.492 9.565 3.209  -0.29
O1 -18.185 9.108 2.252  -0.17
C3 -16.124 9.117 3.436  -0.09
C4 -15.381 9.628 4.544  -0.02
C5 -14.084 9.336 4.750  -0.07
C6 -13.448 8.512 3.825  -0.04
C7 -14.120 8.018 2.731  0.00
C8 -15.491 8.254 2.507  -0.29
O2 -15.969 7.695 1.381  -0.32
H1 -19.192 10.775 3.815  0.08
H2 -17.626 11.618 3.934  0.11
H3 -18.084 10.358 5.099  0.09
H4 -15.905 10.255 5.243  0.11
H5 -13.541 9.665 5.635  0.12
H6 -12.395 8.241 3.923  0.12
H7 -13.602 7.387 2.047  0.10
O3 -16.426 8.989 -4.739  0.16
C9 -15.867 7.833 -4.516  -0.51
O4 -15.082 7.315 -5.256  0.12
C10 -16.135 7.194 -3.179  -0.01
C11 -15.638 5.942 -2.788  -0.56
Cl1 -14.700 4.793 -3.569  0.89
N1 -16.042 5.704 -1.521  -0.04
N2 -16.738 6.736 -1.062  -0.04
C12 -16.828 7.632 -2.038  -0.11
C13 -17.664 8.854 -1.740  -0.51
O5 -17.922 9.639 -2.615  0.13
O6 -18.132 8.919 -0.512  -0.20
C14 -15.711 4.521 -0.714  -0.22
C15 -14.957 4.676 0.438  -0.01
C16 -14.643 3.532 1.158  -0.07
C17 -15.067 2.279 0.742  -0.06
C18 -15.894 2.180 -0.374  -0.06
C19 -16.189 3.292 -1.112  -0.06
H8 -17.123 9.240 -4.063  0.09
H9 -14.599 5.659 0.753  0.10
H10 -14.030 3.549 2.039  0.11
H11 -14.803 1.430 1.333  0.11
H12 -16.237 1.177 -0.694  0.13
H13 -16.826 3.217 -1.987  0.13
S1 -19.758 2.876 2.169  1.11
C20 -18.479 3.839 1.643  -0.51
N3 -18.685 4.592 0.605  -0.09
C21 -19.993 4.477 0.183  -0.35
C22 -20.591 5.195 -0.858  -0.03
C23 -21.943 5.033 -1.115  -0.06
C24 -22.717 4.120 -0.364  -0.06
C25 -22.127 3.421 0.673  -0.08
C26 -20.772 3.596 0.962  -0.45
H14 -17.561 3.877 2.223  0.08
H15 -19.993 5.906 -1.432  0.10
H16 -22.408 5.558 -1.953  0.12
H17 -23.783 3.973 -0.539  0.12
H18 -22.657 2.782 1.392  0.12

Summary:
Charge = +1
Energy relative to the best compared isomer or geometry (same formula, charge and spin) = 0.0 kcal per mole
Highest occupied orbital energy = -11.99 eV
Largest force on an atom = 1.73 eV Å⁻¹
Spin multiplicity = 1
E = -73202.473 eV

Record 4
# C26H18Cl2MnN4O3

A molecular structure, C26H18Cl2MnN4O3 (ωB97M-V/def2-TZVPD, the Open Molecules 2025 dataset).

Last column: Löwdin charge in e.
Element x y z (Å)
Mn1 0.259 -0.535 0.510  1.04
Cl1 4.667 -4.388 3.966  1.01
C1 3.291 -3.656 3.398  -0.58
C2 3.346 -2.834 2.291  0.02
C3 2.182 -2.190 1.874  -0.09
N1 1.998 -1.297 0.898  0.09
C4 3.103 -0.812 0.115  -0.34
O1 4.095 -1.430 -0.080  0.24
C5 2.813 0.577 -0.310  -0.16
C6 3.752 1.327 -0.988  0.09
C7 3.482 2.674 -1.215  0.06
C8 2.316 3.211 -0.691  0.04
C9 1.415 2.385 -0.031  -0.06
N2 1.637 1.079 0.125  0.08
C10 0.899 -2.420 2.572  -0.10
C11 0.824 -3.300 3.642  0.02
C12 1.991 -3.898 4.095  -0.56
Cl2 1.949 -4.885 5.423  1.03
N3 -0.046 -1.638 2.026  0.07
C13 -1.413 -1.701 2.478  -0.34
O2 -1.872 -2.623 3.064  0.23
C14 -2.090 -0.428 2.141  -0.16
C15 -3.384 -0.171 2.541  0.09
C16 -3.892 1.110 2.344  0.06
C17 -3.051 2.082 1.824  0.04
C18 -1.763 1.739 1.434  -0.06
N4 -1.298 0.492 1.544  0.06
H1 4.280 -2.709 1.763  0.14
H2 4.672 0.848 -1.302  0.16
H3 4.180 3.293 -1.766  0.15
H4 2.099 4.268 -0.778  0.15
H5 0.524 2.808 0.407  0.10
H6 -0.115 -3.518 4.130  0.14
H7 -3.952 -0.961 3.017  0.16
H8 -4.913 1.349 2.617  0.15
H9 -3.375 3.110 1.728  0.15
H10 -1.098 2.503 1.062  0.10
C19 -0.822 -1.918 -2.966  0.05
C20 -0.898 -0.601 -2.294  -0.20
O3 -0.408 -0.565 -1.066  -0.10
C21 -1.458 0.531 -2.914  -0.13
C22 -1.473 1.790 -2.249  0.02
C23 -1.995 2.897 -2.857  -0.01
C24 -2.519 2.791 -4.156  0.07
C25 -2.528 1.564 -4.824  0.02
C26 -2.009 0.444 -4.223  0.06
H11 -0.343 -2.669 -2.343  0.11
H12 -0.274 -1.839 -3.909  0.13
H13 -1.825 -2.269 -3.227  0.13
H14 -1.055 1.853 -1.256  0.08
H15 -2.004 3.859 -2.361  0.13
H16 -2.921 3.671 -4.645  0.15
H17 -2.944 1.502 -5.820  0.14
H18 -2.036 -0.498 -4.756  0.14

Summary:
Charge = +4
Highest occupied orbital energy (alpha / beta) = -20.83 / -20.83 eV
Largest force on an atom = 2.85 eV Å⁻¹
Spin multiplicity = 2
<S²> = 1.20
E = -95676.987 eV

What did the fourth record say?
# C26H18Cl2MnN4O3

A molecular structure, C26H18Cl2MnN4O3 (ωB97M-V/def2-TZVPD, the Open Molecules 2025 dataset).

Last column: Löwdin charge in e.
Element x y z (Å)
Mn1 0.259 -0.535 0.510  1.04
Cl1 4.667 -4.388 3.966  1.01
C1 3.291 -3.656 3.398  -0.58
C2 3.346 -2.834 2.291  0.02
C3 2.182 -2.190 1.874  -0.09
N1 1.998 -1.297 0.898  0.09
C4 3.103 -0.812 0.115  -0.34
O1 4.095 -1.430 -0.080  0.24
C5 2.813 0.577 -0.310  -0.16
C6 3.752 1.327 -0.988  0.09
C7 3.482 2.674 -1.215  0.06
C8 2.316 3.211 -0.691  0.04
C9 1.415 2.385 -0.031  -0.06
N2 1.637 1.079 0.125  0.08
C10 0.899 -2.420 2.572  -0.10
C11 0.824 -3.300 3.642  0.02
C12 1.991 -3.898 4.095  -0.56
Cl2 1.949 -4.885 5.423  1.03
N3 -0.046 -1.638 2.026  0.07
C13 -1.413 -1.701 2.478  -0.34
O2 -1.872 -2.623 3.064  0.23
C14 -2.090 -0.428 2.141  -0.16
C15 -3.384 -0.171 2.541  0.09
C16 -3.892 1.110 2.344  0.06
C17 -3.051 2.082 1.824  0.04
C18 -1.763 1.739 1.434  -0.06
N4 -1.298 0.492 1.544  0.06
H1 4.280 -2.709 1.763  0.14
H2 4.672 0.848 -1.302  0.16
H3 4.180 3.293 -1.766  0.15
H4 2.099 4.268 -0.778  0.15
H5 0.524 2.808 0.407  0.10
H6 -0.115 -3.518 4.130  0.14
H7 -3.952 -0.961 3.017  0.16
H8 -4.913 1.349 2.617  0.15
H9 -3.375 3.110 1.728  0.15
H10 -1.098 2.503 1.062  0.10
C19 -0.822 -1.918 -2.966  0.05
C20 -0.898 -0.601 -2.294  -0.20
O3 -0.408 -0.565 -1.066  -0.10
C21 -1.458 0.531 -2.914  -0.13
C22 -1.473 1.790 -2.249  0.02
C23 -1.995 2.897 -2.857  -0.01
C24 -2.519 2.791 -4.156  0.07
C25 -2.528 1.564 -4.824  0.02
C26 -2.009 0.444 -4.223  0.06
H11 -0.343 -2.669 -2.343  0.11
H12 -0.274 -1.839 -3.909  0.13
H13 -1.825 -2.269 -3.227  0.13
H14 -1.055 1.853 -1.256  0.08
H15 -2.004 3.859 -2.361  0.13
H16 -2.921 3.671 -4.645  0.15
H17 -2.944 1.502 -5.820  0.14
H18 -2.036 -0.498 -4.756  0.14

Summary:
Charge = +4
Highest occupied orbital energy (alpha / beta) = -20.83 / -20.83 eV
Largest force on an atom = 2.85 eV Å⁻¹
Spin multiplicity = 2
<S²> = 1.20
E = -95676.987 eV

Which formula does entry 4 have? C26H18Cl2MnN4O3